Arrangement one

Formula: C3H5N3O
Source: OMol25
Level of theory: wB97M-V/def2-TZVPD

Element x y z (Å)
H (-2.01359, -2.00688, -0.65493)
N (-1.28149, -1.54438, -0.14207)
C (-1.25350, -0.31177, -0.41555)
N (-0.33879, 0.57216, 0.21573)
O (-0.01950, 1.64791, -0.59544)
C (0.80691, 0.02700, 0.85026)
C (1.83166, -0.46439, -0.07667)
N (2.72373, -0.70832, -0.79322)
H (-1.83725, 0.25345, -1.16778)
H (-0.43286, 2.39839, -0.16490)
H (1.29262, 0.89943, 1.38760)
H (0.52205, -0.76260, 1.55696)

SMILES string: [H]/N=C/N(O)CC#N
Frontier orbital gap (eV): 10.5
Total charge: 0

natural (NBO) atomic charge list, values in e, 4 entries:
1 H 0.36
2 N -0.68
3 C 0.27
4 N -0.17

***

Arrangement two

Formula: C3H5N3O
Source: OMol25
Level of theory: wB97M-V/def2-TZVPD

Element x y z (Å)
O (1.27827, 1.19470, 1.21256)
N (0.72107, 0.84489, -0.01507)
C (-0.74961, 0.81114, -0.11343)
C (-0.75619, -0.61021, -0.72563)
N (-0.72987, -1.60214, 0.30876)
N (0.50542, -1.50554, 0.60660)
C (0.82951, -0.54891, -0.42073)
H (1.01343, 0.55152, 1.89572)
H (-1.27066, 0.87970, 0.84694)
H (-1.10077, 1.57885, -0.79927)
H (-1.31838, -0.79967, -1.63038)
H (1.57780, -0.79434, -1.16605)

SMILES string: ON1C[C@@H]2N=N[C@@H]21
Frontier orbital gap (eV): 9.6
Total charge: 0

natural (NBO) atomic charge list, values in e, 4 entries:
1 O -0.55
2 N -0.13
3 C -0.25
4 C -0.15

***

The calculated energies rank the structures as follows, beginning with the most stable: arrangement one, arrangement two.

***

Arrangement one

Formula: C3H5N3O
Source: OMol25
Level of theory: wB97M-V/def2-TZVPD

Element x y z (Å)
O (-2.27180, 0.91333, -0.51749)
C (-1.68609, -0.12075, 0.23360)
C (-0.18808, -0.11116, 0.15993)
N (0.58239, -1.17860, 0.51540)
C (1.79991, -0.75133, 0.26738)
N (1.75908, 0.50120, -0.21884)
N (0.48315, 0.92846, -0.29695)
H (-1.67603, 1.11447, -1.25129)
H (-2.03416, -1.11579, -0.08198)
H (-2.00302, 0.01532, 1.27446)
H (2.71901, -1.30460, 0.40952)
H (2.51563, 1.10946, -0.49373)

SMILES string: OCc1nc[nH]n1
Frontier orbital gap (eV): 10.7
Total charge: 0

natural (NBO) atomic charge list, values in e, 4 entries:
1 O -0.70
2 C -0.09
3 C 0.27
4 N -0.48

***

Arrangement two

Formula: C3H5N3O
Source: OMol25
Level of theory: wB97M-V/def2-TZVPD

Element x y z (Å)
C (-1.47568, 0.43966, 0.49387)
N (-0.26066, -0.30133, 0.28511)
C (1.77026, 0.84202, -0.33759)
C (0.13525, -2.12053, -1.15687)
O (2.25757, 0.19369, -1.18220)
N (-0.26505, -1.34030, -0.36592)
N (1.61401, 1.75897, 0.43305)
H (1.42412, 1.69148, 1.40551)
H (0.28828, -3.16865, -1.25990)
H (-2.10475, 0.50771, -0.40168)
H (-2.08397, 0.01119, 1.29821)
H (-1.29939, 1.48611, 0.78841)

Frontier orbital gap (eV): 9.5
Total charge: 0

natural (NBO) atomic charge list, values in e, 4 entries:
1 C -0.44
2 N -0.34
3 C 0.87
4 C 0.01

***

The calculated energies rank the structures as follows, beginning with the most stable: arrangement one, arrangement two.